<one>
The following is a quantum chemistry calculation of a cluster of 2 separate species, C7H13NO2 in total, from OMol25.

Structure (XYZ):
```
23
Properties=species:S:1:pos:R:3
C 1.0662 0.6891 -0.5578
C -1.3978 0.9849 0.2260
C 0.2811 -2.3258 1.2612
C 1.2248 2.0065 -1.3355
C 0.0788 0.9263 0.5853
C -0.9312 -2.4237 0.8167
N 2.3741 0.2810 -0.0874
C -2.1428 -2.5060 0.3795
O -1.7531 0.4690 -1.0285
O 0.4540 1.1057 1.7190
H -1.3399 0.9896 -1.7257
H 0.6636 -0.0893 -1.2146
H 2.3585 -0.6881 0.2193
H 2.6152 0.8476 0.7255
H -1.9523 0.4068 0.9645
H -1.7116 2.0364 0.3309
H 1.0829 -2.9387 0.8677
H 0.5387 -1.6732 2.0613
H 1.6769 2.7526 -0.6857
H 0.2697 2.3941 -1.6957
H 1.8900 1.8279 -2.1872
H -2.8598 -3.2015 0.7862
H -2.4860 -1.8713 -0.4250
```

Structure (SMILES): C[C@@H](N)C(=O)CO.C=C=C
Gap between HOMO and LUMO, eV: 9.93
LUMO level, eV: 0.709
2S+1: 1

---

<two>
The following is a quantum chemistry calculation of a cluster of 2 separate species, C7H13NO2 in total, from OMol25.

Structure (XYZ):
```
23
Properties=species:S:1:pos:R:3
C -0.7923 -0.6312 -0.0619
C -1.0832 -1.0906 1.3714
C -1.3761 0.7748 -0.2554
C -1.4371 -1.5981 -1.0684
C 0.7200 -0.6831 -0.3182
C 2.0117 1.8778 0.7917
C 2.7613 2.6091 0.0262
O 1.4467 1.3049 1.6423
O 1.2242 0.2451 -1.2221
N 1.5545 -1.4969 0.1395
H 0.5174 0.7926 -1.5867
H 1.2008 -2.1641 0.8136
H -0.5330 -0.4726 2.0764
H -0.8019 -2.1311 1.5183
H -2.1476 -1.0094 1.5811
H -0.8208 1.5143 0.3226
H -2.4089 0.7867 0.0975
H -1.3963 1.0754 -1.3075
H -1.0145 -2.5953 -0.9649
H -1.2721 -1.2645 -2.0916
H -2.5089 -1.6633 -0.8924
H 3.2593 2.1641 -0.8140
H 2.8966 3.6554 0.2026
```

Structure (SMILES): [H]/N=C(/O)C(C)(C)C.C=C=O
Gap between HOMO and LUMO, eV: 9.79
LUMO level, eV: 0.661
2S+1: 1

---

Best to worst by energy: <two>, <one>.

---

<one>
The following is a quantum chemistry calculation of a structure of composition C7H13NO2, from OMol25.

Structure (XYZ):
```
23
Properties=species:S:1:pos:R:3
C -0.3645 -0.4400 -0.3730
C -0.1857 -1.6854 0.4470
C 2.3734 0.9814 1.3546
N -0.1316 0.7557 0.1662
C -2.3944 0.2026 0.0646
C 1.7947 0.6386 0.0286
C -3.3228 0.0265 -0.8667
C 2.4369 0.5964 -1.1236
O -0.3733 -0.5673 -1.7157
O -2.7014 0.4481 1.3690
H -0.0710 -1.4461 -1.9790
H -1.8883 0.7001 1.8227
H -0.3322 1.5171 -0.4762
H 0.7229 -2.2136 0.1580
H -0.1456 -1.4412 1.5043
H -1.0498 -2.3293 0.2754
H 3.4407 1.2218 1.2823
H 1.8645 1.8464 1.7858
H 2.2607 0.1539 2.0609
H -3.0399 -0.1943 -1.8848
H -4.3840 0.0582 -0.6330
H 2.0159 0.2504 -2.0593
H 3.4745 0.9200 -1.2082
```

Gap between HOMO and LUMO, eV: 7.91
LUMO level, eV: 0.604
2S+1: 1

---

<two>
The following is a quantum chemistry calculation of the molecule C7H13NO2, from OMol25.

Structure (XYZ):
```
23
Properties=species:S:1:pos:R:3
C 1.1982 -1.6028 0.4158
C -2.4532 -0.4914 0.1216
C 1.0605 1.2526 1.6570
C -0.3414 0.8835 -1.9921
N 0.1025 -0.7061 0.0409
C -1.1377 -0.9183 0.7392
C 0.0610 0.9737 0.5913
C 0.4766 0.6484 -0.7436
O 1.8454 0.7862 -1.0196
O -1.1180 -1.6162 1.7343
H 2.0091 0.6166 -1.9550
H 2.0784 -1.4653 -0.2035
H 1.4932 -1.4858 1.4585
H 0.8398 -2.6235 0.2915
H -2.5783 0.5869 0.1305
H -3.2501 -0.9313 0.7170
H -2.5296 -0.8560 -0.9041
H 0.7802 0.7313 2.5756
H 0.9739 2.3223 1.8757
H 2.1064 1.0415 1.4150
H -0.1668 1.9047 -2.3360
H -0.0470 0.1907 -2.7862
H -1.4031 0.7584 -1.8241
```

Gap between HOMO and LUMO, eV: 8.37
LUMO level, eV: 0.590
2S+1: 1

---

Best to worst by energy: <two>, <one>.

---

<one>
The following is a quantum chemistry calculation of the molecule C5H6O2S, from OMol25.

Structure (XYZ):
```
14
Properties=species:S:1:pos:R:3
C 0.1239 1.7172 -0.0136
C -0.1775 0.2321 -0.2032
C -2.0763 -1.0550 0.1816
C 0.6707 -0.8019 -0.4096
C 2.1877 -0.7236 0.1178
H -0.7365 2.0288 -0.7328
H 1.1044 2.2995 -0.1846
H -0.2041 2.3117 0.8555
H -1.2882 -1.9335 0.5481
H 0.2460 -1.8629 -0.6794
H 2.5525 0.1972 0.5293
O -1.6504 0.2234 0.0250
O 2.9909 -1.6922 0.0134
S -3.7431 -0.9410 -0.0475
```

Structure (SMILES): C/C(=C\C=O)OC=S
Gap between HOMO and LUMO, eV: 8.25
LUMO level, eV: -0.728
2S+1: 1

---

<two>
The following is a quantum chemistry calculation of the molecule C5H6O2S, from OMol25.

Structure (XYZ):
```
14
Properties=species:S:1:pos:R:3
C -2.2064 0.5696 -0.1895
C -0.0405 -1.1348 -0.2156
C 0.6157 -0.4360 0.9935
C 1.3859 0.6735 0.3377
C 1.2625 0.5533 -0.9793
H -1.3098 1.2399 -0.1878
H 0.2208 -2.1988 -0.2931
H -0.1069 -0.0597 1.7372
H 1.2428 -1.1446 1.5521
H 1.9480 1.4299 0.8530
H 1.6803 1.1437 -1.7550
O -3.3179 1.0054 -0.1889
O 0.4823 -0.4853 -1.4037
S -1.8568 -1.1559 -0.2608
```

Structure (SMILES): O=CS[C@@H]1CC=CO1
Gap between HOMO and LUMO, eV: 9.78
LUMO level, eV: 0.715
2S+1: 1

---

Best to worst by energy: <two>, <one>.